1.
Molecular formula: C22H25ClN6O3
Method: DFT, the ωB97M-V functional and the def2-TZVPD basis

Element x y z (Å)
C: 3.533 1.245 -6.477
N: 2.489 1.938 -5.725
C: 2.580 2.260 -4.427
O: 3.597 2.031 -3.779
C: 1.366 2.969 -3.782
C: 1.278 2.903 -2.241
C: 1.295 1.532 -1.590
C: 0.107 0.787 -1.456
C: 0.139 -0.488 -0.859
C: 1.353 -1.005 -0.363
O: 1.381 -2.230 0.219
C: 2.538 -0.249 -0.471
C: 2.505 1.016 -1.086
N: 0.050 2.723 -4.406
C: -0.570 1.590 -4.752
C: 0.091 0.227 -4.663
O: -1.707 1.658 -5.186
H: 4.365 1.926 -6.664
H: 3.139 0.884 -7.428
H: 3.902 0.396 -5.898
H: 1.633 2.173 -6.204
H: 1.563 4.021 -3.991
H: 2.118 3.472 -1.840
H: 0.376 3.425 -1.919
H: -0.830 1.189 -1.819
H: -0.761 -1.075 -0.767
H: 2.233 -2.417 0.613
H: 3.471 -0.642 -0.099
H: 3.418 1.586 -1.191
H: -0.535 3.535 -4.531
H: 0.455 -0.056 -5.649
H: -0.657 -0.496 -4.339
H: 0.913 0.216 -3.954
N: -0.070 -5.321 2.448
C: -0.743 -4.179 2.680
C: -0.813 -3.624 3.915
C: -1.504 -2.450 4.005
N: -1.647 -1.896 5.259
C: -2.256 -0.673 5.547
C: -2.045 0.477 4.774
C: -2.666 1.685 5.105
C: -3.500 1.752 6.224
C: -3.708 0.617 7.013
Cl: -4.758 0.696 8.405
C: -3.076 -0.585 6.676
N: -2.062 -1.897 2.945
C: -1.934 -2.517 1.776
N: -1.284 -3.668 1.612
H: 0.739 -5.474 3.033
H: 0.028 -5.479 1.450
H: -0.352 -4.090 4.772
H: -1.642 -2.578 6.004
H: -1.398 0.430 3.904
H: -2.503 2.566 4.490
H: -3.991 2.683 6.488
H: -3.247 -1.458 7.294
H: -2.395 -2.061 0.905

## Properties
* SMILES string: CNC(=O)[C@H](Cc1ccc(O)cc1)NC(C)=O.Nc1cc(Nc2cccc(Cl)c2)ncn1
* ΔE to the lowest compared entry with this formula, charge and spin: 0.0 kcal/mol
* calculated total energy: -50826.844 eV
* HOMO: -8.24 eV
* orbital gap: 8.744 eV
* total charge: 0

Atomic partial charges in e from the Löwdin method, atoms 1 to 5: C -0.05; N 0.02; C -0.46; O 0.06; C -0.19

2.
Molecular formula: C23H58Cl6O20P4
Method: DFT, the ωB97M-V functional and the def2-TZVPD basis

Element x y z (Å)
C: -27.248 -29.685 18.422
O: -28.628 -30.053 18.314
P: -29.551 -30.272 16.958
O: -29.714 -29.023 16.186
O: -28.630 -31.386 16.171
C: -28.398 -32.666 16.863
O: -30.880 -31.089 17.429
C: -32.144 -30.494 17.351
H: -26.829 -29.658 17.416
H: -26.740 -30.388 19.082
H: -27.209 -28.693 18.873
H: -28.951 -32.892 17.775
H: -27.331 -32.866 16.960
H: -28.649 -33.459 16.159
H: -32.619 -30.818 16.425
H: -32.065 -29.412 17.456
H: -32.752 -30.971 18.120
C: -34.312 -23.297 18.784
O: -35.036 -23.885 17.681
P: -35.110 -23.156 16.265
O: -33.865 -22.737 15.578
O: -35.962 -24.150 15.306
C: -35.484 -25.406 14.857
O: -36.241 -21.948 16.408
C: -36.089 -20.880 15.525
H: -33.486 -23.884 19.186
H: -34.966 -23.231 19.654
H: -34.011 -22.272 18.568
H: -34.874 -25.355 13.955
H: -36.242 -26.129 14.559
H: -35.008 -25.996 15.640
H: -35.078 -20.472 15.527
H: -36.757 -20.087 15.859
H: -36.460 -21.223 14.559
C: -25.222 -28.261 11.228
O: -25.794 -29.578 11.331
P: -25.177 -30.700 10.244
O: -23.645 -30.593 10.066
O: -26.068 -30.751 8.907
C: -25.957 -29.773 7.867
O: -25.592 -32.078 10.991
C: -27.000 -32.279 11.267
H: -24.658 -27.863 12.071
H: -26.037 -27.545 11.329
H: -24.782 -28.108 10.243
H: -26.628 -28.915 7.874
H: -25.955 -30.286 6.906
H: -24.951 -29.359 7.935
H: -27.285 -32.984 10.486
H: -27.528 -31.329 11.348
H: -27.197 -32.795 12.207
C: -31.355 -16.796 8.026
O: -31.490 -17.591 9.154
P: -30.179 -17.769 10.128
O: -28.938 -18.253 9.467
O: -30.698 -18.887 11.241
C: -31.399 -20.119 10.914
O: -30.109 -16.308 10.867
C: -29.081 -16.008 11.691
H: -32.026 -15.937 8.009
H: -31.658 -17.429 7.192
H: -30.327 -16.564 7.747
H: -30.747 -20.987 11.010
H: -31.814 -20.062 9.908
H: -32.254 -20.093 11.589
H: -29.395 -15.713 12.692
H: -28.411 -15.230 11.325
H: -28.544 -16.930 11.910
C: -37.120 -29.220 9.996
C: -35.647 -28.928 10.009
O: -34.908 -30.077 10.216
C: -34.938 -30.587 11.488
C: -33.877 -31.589 11.684
O: -35.529 -30.137 12.459
H: -37.595 -28.805 10.885
H: -37.315 -30.292 9.957
H: -37.666 -28.709 9.203
H: -35.582 -28.541 8.992
H: -35.383 -28.127 10.700
H: -33.912 -32.317 10.874
H: -34.083 -32.201 12.561
H: -32.941 -31.073 11.898
C: -31.021 -27.454 4.899
C: -31.327 -28.536 5.960
O: -31.907 -29.797 5.307
C: -31.146 -30.427 4.469
C: -31.708 -31.756 4.008
O: -30.042 -30.059 4.180
H: -31.782 -27.490 4.119
H: -30.093 -27.759 4.417
H: -30.805 -26.440 5.235
H: -30.492 -28.674 6.646
H: -32.185 -28.224 6.556
H: -31.666 -32.485 4.817
H: -31.211 -32.310 3.212
H: -32.756 -31.853 3.724
Cl: -29.727 -27.870 10.944
C: -30.584 -26.715 12.029
Cl: -31.716 -25.727 10.989
H: -31.213 -27.335 12.668
H: -29.927 -26.061 12.601
Cl: -29.183 -24.960 18.376
C: -28.242 -24.794 16.900
Cl: -27.031 -23.484 17.038
H: -27.778 -25.719 16.555
H: -29.020 -24.288 16.329
Cl: -27.109 -22.498 11.501
C: -26.076 -21.501 10.426
Cl: -24.418 -22.214 10.393
H: -26.445 -21.477 9.401
H: -25.975 -20.469 10.761

## Properties
* SMILES string: COP(=O)(OC)OC.COP(=O)(OC)OC.COP(=O)(OC)OC.COP(=O)(OC)OC.CCOC(C)=O.CCOC(C)=O.ClCCl.ClCCl.ClCCl
* ΔE to the lowest compared entry with this formula, charge and spin: 120.1 kcal/mol
* calculated total energy: -178036.482 eV
* HOMO: -10.17 eV
* orbital gap: 10.301 eV
* total charge: 0

Atomic partial charges in e from the Löwdin method, atoms 1 to 5: C -0.09; O -0.27; P 0.49; O -0.25; O -0.24

3.
Molecular formula: C28H40F4N4O12
Method: DFT, the ωB97M-V functional and the def2-TZVPD basis

Element x y z (Å)
O: 2.873 -0.860 -0.695
C: 3.386 0.139 -1.115
O: 4.209 0.947 -0.404
C: 4.587 2.038 -1.258
C: 4.492 1.363 -2.655
F: 5.732 0.748 -2.911
O: 3.498 0.408 -2.394
H: 3.961 2.911 -1.073
H: 5.551 2.382 -0.883
H: 4.288 2.023 -3.498
O: -0.106 1.069 2.370
C: -0.057 0.841 1.170
O: -0.980 1.143 0.244
C: -0.843 0.264 -0.884
C: 0.562 -0.188 -0.756
F: 1.312 0.573 -1.571
O: 0.914 0.022 0.572
H: -1.505 -0.566 -0.638
H: -1.092 0.693 -1.855
H: 0.718 -1.237 -1.011
O: 0.096 3.379 -1.024
C: 0.814 3.135 -0.059
O: 1.740 2.262 -0.168
C: 2.639 2.319 0.926
C: 1.740 2.968 1.963
F: 2.360 3.641 2.909
O: 0.817 3.674 1.127
H: 3.062 1.358 1.219
H: 3.417 3.050 0.709
H: 1.221 2.166 2.488
O: -2.262 -0.445 -2.467
C: -2.895 -0.994 -1.524
O: -3.060 -0.651 -0.208
C: -3.633 -1.773 0.523
C: -4.463 -2.267 -0.598
F: -5.500 -1.431 -0.697
O: -3.569 -2.150 -1.681
H: -2.852 -2.470 0.826
H: -4.232 -1.454 1.376
H: -4.789 -3.262 -0.296
C: -1.451 -1.515 2.260
C: -1.582 -0.249 3.134
C: -2.701 -0.183 4.165
C: -2.656 -1.283 5.122
N: -2.646 -2.174 5.849
H: -0.672 -1.411 1.506
H: -2.450 -1.701 1.866
H: -1.254 -2.462 2.762
H: -1.819 0.521 2.401
H: -0.632 0.039 3.583
H: -3.743 -0.029 3.885
H: -2.338 0.648 4.769
C: 1.985 -2.211 -3.115
C: 1.493 -0.791 -3.125
C: 1.777 0.054 -4.332
C: 3.191 0.027 -4.762
N: 4.334 -0.015 -5.121
H: 1.529 -2.725 -3.961
H: 1.832 -2.739 -2.173
H: 3.058 -2.241 -3.301
H: 1.894 -0.313 -2.231
H: 0.423 -0.798 -2.919
H: 1.513 1.102 -4.188
H: 1.117 -0.267 -5.138
C: -0.375 2.611 4.405
C: -1.115 2.752 3.079
C: -1.863 4.036 2.919
C: -1.036 5.261 3.156
N: -0.445 6.245 3.366
H: 0.409 1.858 4.325
H: -1.128 2.469 5.180
H: 0.175 3.508 4.690
H: -1.800 1.907 3.008
H: -0.360 2.614 2.305
H: -2.710 4.075 3.603
H: -2.362 4.093 1.952
C: -0.874 -3.308 -3.412
C: -0.542 -4.520 -2.578
C: -0.993 -4.432 -1.047
C: -0.828 -3.105 -0.312
N: -0.732 -2.109 0.261
H: -1.849 -2.841 -3.274
H: -0.778 -3.489 -4.483
H: -0.208 -2.500 -3.110
H: 0.528 -4.722 -2.530
H: -0.869 -5.438 -3.067
H: -0.563 -5.294 -0.536
H: -2.037 -4.723 -0.931

## Properties
* SMILES string: O=C1OC[C@@H](F)O1.O=C1OC[C@@H](F)O1.O=C1OC[C@@H](F)O1.O=C1OC[C@@H](F)O1.CCCC#N.CCCC#N.CCCC#N.CCCC#N
* ΔE to the lowest compared entry with this formula, charge and spin: 416.9 kcal/mol
* calculated total energy: -71067.322 eV
* HOMO: -9.48 eV
* orbital gap: 9.382 eV
* total charge: 0

Atomic partial charges in e from the Löwdin method, atoms 1 to 5: O 0.17; C -0.54; O 0.04; C -0.02; C -0.22

The records above yield F_max values of 0.0581 0.0901 0.1749 Eh/bohr, respectively.